Run w
# C5H10NO3

A cluster of 2 separate species, C5H10NO3 in total (wB97M-V/def2-TZVPD, the Open Molecules 2025 dataset).

Geometry as XYZ:
```
19
C5H10NO3 wB97M-V/def2-TZVPD
C -0.41426 -2.14202 -0.03682
C 0.58989 -2.03757 1.15215
C 0.09680 -1.39718 -1.18699
O 0.32263 -1.99156 -2.23302
N 0.25275 0.04296 -1.00269
H -0.66182 -3.14958 -0.23438
H -1.29923 -1.65206 0.35120
H 1.32880 -2.90235 1.26444
H 0.35090 0.64543 -1.69394
H 0.14931 0.48626 -0.13168
H 0.18076 -2.05837 2.16498
H 1.39240 -1.23982 0.96693
C 0.15650 2.86508 -0.20724
C -0.92807 1.98089 0.49231
O -1.90676 1.87817 -0.26125
O -0.87930 1.51104 1.66663
H -0.25032 3.84522 -0.47157
H 0.46526 2.41008 -1.10609
H 1.05376 2.90537 0.50701
```

Values from the calculation:
Highest occupied orbital energy: -4.18 eV
Charge: -1
Lowest unoccupied orbital energy: 3.8 eV


Run x
# C5H10NO3

A cluster of 2 separate species, C5H10NO3 in total (wB97M-V/def2-TZVPD, the Open Molecules 2025 dataset).

Geometry as XYZ:
```
19
C5H10NO3 wB97M-V/def2-TZVPD
C 0.08191 -0.70113 2.66741
C -0.60297 0.59247 2.03048
C 1.26741 -1.20803 1.86483
O 2.25096 -1.80757 2.34270
N 1.45559 -0.76961 0.40377
H 0.43168 -0.54001 3.70180
H -0.74436 -1.41479 2.61876
H -1.44085 1.05084 2.60122
H 1.64167 -1.56500 -0.09932
H 0.82894 -0.11482 0.02109
H -0.95283 0.31170 1.02820
H 0.19237 1.28765 1.75563
C -0.37631 0.29431 -3.38560
C -0.91673 1.30229 -2.42255
O -1.48308 2.36587 -2.79187
O -0.77575 0.79943 -1.27366
H 0.53115 -0.23585 -3.11138
H -0.25570 0.77131 -4.32174
H -1.13310 -0.41906 -3.62977
```

Values from the calculation:
Highest occupied orbital energy: -4.31 eV
Charge: -1
Lowest unoccupied orbital energy: 3.5 eV


The energy of each structure relative to the most stable one, in kcal/mol, is as follows: run w 6.9; run x 0.0.


Run w
# C4H9N3O2

An isolated molecule of C4H9N3O2 (wB97M-V/def2-TZVPD, the Open Molecules 2025 dataset).

Geometry as XYZ:
```
18
C4H9N3O2 wB97M-V/def2-TZVPD
C 2.10946 -0.72032 0.87693
O 2.52960 -0.39361 -0.40367
C 1.66366 0.22769 -1.24687
N 0.44089 0.62562 -1.15637
N -0.30049 0.30545 -0.00158
C -1.06620 1.53746 0.38153
C -1.06752 -0.94693 -0.23952
N -2.40096 -0.72778 -0.49013
O -0.50720 -2.00282 -0.34869
H 3.00552 -0.99352 1.39367
H 1.61633 0.20081 1.34898
H 1.39655 -1.53950 0.87241
H 2.17502 0.52201 -2.13261
H -0.35203 2.37984 0.58217
H -1.74071 1.90890 -0.38090
H -1.68038 1.40926 1.31262
H -2.88999 -0.20977 0.22731
H -2.93156 -1.58278 -0.59528
```

Values from the calculation:
SMILES: CO/C=N\N(C)C(N)=O
Highest occupied orbital energy: -8.50 eV
Charge: 0
Lowest unoccupied orbital energy: 0.8 eV


Run x
# C4H9N3O2

An isolated molecule of C4H9N3O2 (wB97M-V/def2-TZVPD, the Open Molecules 2025 dataset).

Geometry as XYZ:
```
18
C4H9N3O2 wB97M-V/def2-TZVPD
C 2.32184 0.20789 -0.35539
C 1.31622 0.28560 0.78772
N -0.02994 -0.16315 0.26260
C -1.17985 0.61653 0.00830
C -1.62717 0.68100 -1.43855
O -2.08859 -0.26056 0.67375
N -0.81903 -1.07222 1.05664
N -0.43074 -2.17043 1.48597
O -1.18245 -3.01272 2.01954
H 2.02778 0.76893 -1.19801
H 3.29762 0.35930 0.07209
H 2.34114 -0.81713 -0.65764
H 1.81097 -0.33851 1.47454
H 1.13722 1.22144 1.06541
H -1.20233 1.67157 0.38624
H -1.50823 -0.21817 -2.11321
H -1.45399 1.54252 -1.95745
H -2.73046 0.69814 -1.57255
```

Values from the calculation:
SMILES: CCN1[C@@H](C)ON1N=O
Highest occupied orbital energy: -8.86 eV
Charge: 0
Lowest unoccupied orbital energy: 0.6 eV


The energy of each structure relative to the most stable one, in kcal/mol, is as follows: run w 0.0; run x 131.4.


Run w
# C5H16N2

The ion C5H16N2 with charge +2 (wB97M-V/def2-TZVPD, the Open Molecules 2025 dataset).

Geometry as XYZ:
```
23
C5H16N2 wB97M-V/def2-TZVPD
N -3.41581 0.40330 0.85207
C -1.83685 0.87833 0.67054
C -1.08862 -0.35224 1.21351
C -0.08325 -0.82073 0.12286
C 1.27989 -0.11447 0.11583
C 1.94990 -0.33030 -1.27812
N 3.43849 0.04746 -1.43051
H -4.05095 0.94128 0.26004
H -3.70544 0.50252 1.85196
H -3.52363 -0.52767 0.65449
H -1.85295 1.79021 1.26076
H -2.00498 1.10055 -0.35632
H -0.67051 0.00147 2.08215
H -1.90157 -0.90033 1.38776
H -0.58972 -0.75797 -0.79866
H 0.02001 -1.97708 0.12857
H 1.99325 -0.41459 0.95604
H 1.17076 0.93080 0.20001
H 1.85046 -1.30637 -1.74026
H 1.51286 0.29106 -1.98190
H 3.69802 0.41295 -2.31880
H 4.10856 -0.70159 -1.08016
H 3.70209 0.90340 -0.77187
```

Values from the calculation:
SMILES: [NH3+]CCCCC[NH3+]
Highest occupied orbital energy: -18.96 eV
Charge: +2
Lowest unoccupied orbital energy: -6.2 eV


Run x
# C5H16N2

The ion C5H16N2 with charge +2 (wB97M-V/def2-TZVPD, the Open Molecules 2025 dataset).

Geometry as XYZ:
```
23
C5H16N2 wB97M-V/def2-TZVPD
N -0.35966 -2.23697 -2.40796
C 0.47661 -1.65829 -1.38967
C -0.46111 -1.19665 -0.16487
C -0.75137 0.28901 -0.39617
C 0.35945 1.20421 0.22921
C 0.38501 1.09994 1.74628
N 0.44322 2.46400 2.45526
H -0.73820 -1.71533 -3.20284
H 0.19748 -3.02707 -2.79217
H -1.17646 -2.79810 -1.93766
H 1.01593 -2.58045 -0.96277
H 1.17381 -1.04739 -2.11429
H 0.04262 -1.52714 0.79393
H -1.45332 -1.70783 -0.47070
H -0.98162 0.53930 -1.54546
H -1.71386 0.65725 0.00253
H 1.30113 1.13211 -0.17251
H 0.06714 2.37232 -0.12626
H 1.28404 0.75388 2.28681
H -0.53016 0.66344 2.19015
H 1.16611 2.41521 3.22465
H 0.69251 3.16220 1.81535
H -0.43928 2.74236 2.93917
```

Values from the calculation:
SMILES: [NH3+]CCCCC[NH3+]
Highest occupied orbital energy: -18.92 eV
Charge: +2
Lowest unoccupied orbital energy: -6.2 eV


The energy of each structure relative to the most stable one, in kcal/mol, is as follows: run w 0.0; run x 14.2.


Run w
# C6H12NOS

The ion C6H12NOS with charge +1 (wB97M-V/def2-TZVPD, the Open Molecules 2025 dataset).

Geometry as XYZ:
```
21
C6H12NOS wB97M-V/def2-TZVPD
C -1.17952 0.82736 1.12035
C 1.88784 -0.65158 0.32068
C -1.91625 -0.27834 0.35641
C -1.04069 -1.40534 -0.09164
C 0.08621 -1.09390 -1.11370
C 1.07463 1.17733 -0.96929
N 0.97133 -0.13169 -0.45914
O 3.04559 0.07638 0.58452
S -0.44664 2.18362 0.00604
H -1.74658 1.31885 1.82018
H -2.77320 -0.59362 1.04175
H -2.52214 0.09550 -0.53789
H -0.46430 -1.91253 0.78130
H -1.57188 -2.29840 -0.39278
H 0.72041 -2.01814 -1.32492
H -0.35910 -0.78106 -2.03536
H 1.99140 1.68297 -0.76697
H 0.62955 1.28748 -1.92453
H -0.30471 0.37980 1.60322
H 3.56152 -0.60915 1.06551
H 0.35652 2.74447 0.91627
```

Values from the calculation:
Highest occupied orbital energy: -12.48 eV
Charge: +1
Lowest unoccupied orbital energy: -4.0 eV


Run x
# C6H12NOS

The ion C6H12NOS with charge +1 (wB97M-V/def2-TZVPD, the Open Molecules 2025 dataset).

Geometry as XYZ:
```
21
C6H12NOS wB97M-V/def2-TZVPD
C 0.34050 -3.39718 -1.00597
C -0.76275 -3.13808 -0.02489
C -0.79770 -2.00860 0.69472
S 0.46259 -0.82430 0.37086
C -0.54627 0.56017 0.52637
O -1.72743 0.67754 0.67005
N 0.39041 1.80648 0.45930
C 1.12508 1.83938 -0.80420
C -0.41188 3.04304 0.82178
H 1.11849 -4.03053 -0.60308
H 0.63823 -2.41656 -1.35422
H -0.05807 -3.95042 -1.82102
H -1.30581 -4.01991 0.27879
H -1.72865 -1.72991 1.23428
H 0.98400 1.77831 1.20222
H 1.67872 0.86128 -0.76659
H 0.49040 1.93026 -1.75466
H 1.88946 2.68839 -0.80348
H 0.23651 4.07472 0.66318
H -1.22445 3.20731 0.18230
H -0.79138 3.04861 1.83427
```

Values from the calculation:
SMILES: C/C=C\SC(=O)[NH+](C)C
Highest occupied orbital energy (alpha / beta): -13.00 / -13.00 eV
Charge: +1
Lowest unoccupied orbital energy (alpha / beta): -3.6 / -3.6 eV


The energy of each structure relative to the most stable one, in kcal/mol, is as follows: run w 30.3; run x 0.0.